## a
The following is a DFT calculation (ωB97M-V/def2-TZVPD) of a molecular structure, C3H3Br9.

```
15
C3H3Br9 (ωB97M-V/def2-TZVPD)
C 1.726 1.126 1.071
Br 1.874 2.982 0.357
Br 1.877 1.171 3.043
Br 2.857 -0.329 0.312
H 0.710 0.751 0.947
C -1.647 0.351 -1.985
Br -2.601 -1.036 -1.020
Br -2.537 2.103 -1.819
Br -1.287 -0.179 -3.849
H -0.718 0.542 -1.448
C 0.073 -1.526 0.810
Br -0.537 -0.019 -0.229
Br -1.171 -3.073 0.740
Br 0.329 -1.091 2.671
H 1.051 -1.773 0.397
```

Output
* charge: 0
* HOMO: -0.3054 hartree
* gap between HOMO and LUMO: 7.64 eV

## b
The following is a DFT calculation (ωB97M-V/def2-TZVPD) of a molecular structure, C3H3Br9.

```
15
C3H3Br9 (ωB97M-V/def2-TZVPD)
C 4.978 5.215 8.769
Br 6.301 5.289 7.401
Br 5.672 4.920 10.481
Br 3.503 4.021 8.466
H 4.423 6.115 8.768
C 7.931 7.210 4.481
Br 8.829 5.775 3.599
Br 6.130 7.469 3.948
Br 9.066 8.830 4.390
H 7.749 7.077 5.577
C 7.150 7.864 10.965
Br 7.784 8.609 9.229
Br 5.330 8.337 11.406
Br 8.363 8.475 12.414
H 7.297 6.838 10.642
```

Output
* charge: 0
* HOMO: -0.3819 hartree
* gap between HOMO and LUMO: 10.03 eV

It comes down to b, which is 9.251 eV more stable than the next structure.